Entry 1:
{
  "formula": "C17H32NPW",
  "method": "ωB97M-V with the def2-TZVPD basis set",
  "lumo_energy_ev": [-8.90, -9.41],
  "relative_energy_kcal_mol": 3.8,
  "gap_ev": [4.7370, 3.8171],
  "e_homo_ev": [-13.6, -13.2],
  "charge": 2,
  "spin_multiplicity": 3,
  "elements": ["C", "C", "C", "C", "C", "C", "C", "C", "N", "W", "C", "P", "H", "H", "H", "H", "H", "H", "H", "H", "C", "C", "H", "C", "C", "H", "H", "H", "H", "H", "H", "H", "H", "H", "H", "H", "H", "H", "H", "C", "C", "C", "C", "H", "H", "H", "H", "H", "H", "H", "H", "H"],
  "xyz": [[1.57134, -0.32181, -3.37792], [0.20151, -0.39941, -3.13567], [-0.39309, -0.38358, -1.86863], [0.51253, -0.16752, -0.75244], [1.91446, -0.18921, -0.99143], [2.42414, -0.18353, -2.29287], [-1.91319, -0.31322, -1.90052], [-2.99251, -1.45042, -1.84839], [-2.69559, -2.68596, -1.15486], [0.22535, 0.62897, 1.23790], [2.95282, -0.17777, 0.10185], [2.17979, -0.62539, 1.72664], [-0.47273, -0.39392, -3.98914], [3.50441, -0.08350, -2.41231], [1.96117, -0.28517, -4.39701], [3.48346, 0.79615, 0.16753], [3.75202, -0.93319, -0.08982], [-2.21594, 0.49722, -1.23623], [-2.16261, 0.12479, -2.87633], [-3.89267, -1.05002, -1.32676], [3.39054, -0.15607, 3.01636], [2.32470, -2.44760, 1.62855], [-3.36925, -1.70396, -2.86316], [-1.69191, -3.56568, -1.68892], [-2.61621, -2.50416, 0.29053], [1.36657, 1.54354, 2.20039], [-2.12454, -4.36314, -2.31012], [-0.87842, -3.03353, -2.23116], [-1.21126, -4.02264, -0.80874], [-2.63830, -3.51652, 0.71358], [-1.70320, -1.97323, 0.63031], [-3.45724, -1.88304, 0.62202], [3.34941, -2.76187, 1.89967], [1.60642, -2.86941, 2.34169], [2.08726, -2.80396, 0.61372], [4.24168, -0.85171, 3.05041], [3.77732, 0.86261, 2.88675], [2.89111, -0.20529, 3.99253], [0.70396, 1.78478, 2.47887], [-1.37389, 4.47039, 0.67169], [-0.74361, 3.24319, 1.38835], [-1.80694, 2.26782, 1.89573], [0.18135, 2.54381, 0.39251], [-2.11495, 4.15471, -0.07464], [-0.58132, 5.04214, 0.17576], [-1.87452, 5.12000, 1.39833], [-0.17351, 3.63564, 2.24879], [-2.53038, 2.01143, 1.10337], [-1.41724, 1.32932, 2.41972], [-2.39851, 2.82514, 2.64959], [-0.30646, 2.37449, -0.58522], [1.14663, 3.04930, 0.26914]],
  "nbo_charge": [-0.116, -0.216, 0.121, -0.398, -0.023, -0.206, -0.501, -0.209, -0.396, 1.022, -0.729, 1.049, 0.237, 0.238, 0.254, 0.266, 0.280, 0.196, 0.250, 0.219, -0.944, -0.916, 0.228, -0.417, -0.397, 0.114, 0.231, 0.183, 0.199, 0.233, 0.117, 0.209, 0.280, 0.264, 0.275, 0.287, 0.268, 0.269, 0.102, -0.595, -0.266, -0.608, -0.616, 0.222, 0.241, 0.245, 0.224, 0.261, 0.150, 0.309, 0.248, 0.262]
}



Entry 2:
{
  "formula": "C17H32O19",
  "method": "ωB97M-V with the def2-TZVPD basis set",
  "smiles": "O=C1OCCO1.O=C1OCCO1.O=C1OCCO1.O=C1OCCO1.O=C1OCCO1.CCO.O.O.O",
  "lumo_energy_ev": -0.36,
  "relative_energy_kcal_mol": 36.4,
  "gap_ev": 10.0517,
  "e_homo_ev": -10.4,
  "spin_multiplicity": 1,
  "elements": ["O", "C", "O", "C", "C", "O", "H", "H", "H", "H", "O", "C", "O", "C", "C", "O", "H", "H", "H", "H", "O", "C", "O", "C", "C", "O", "H", "H", "H", "H", "O", "C", "O", "C", "C", "O", "H", "H", "H", "H", "O", "C", "O", "C", "C", "O", "H", "H", "H", "H", "C", "C", "O", "H", "H", "H", "H", "H", "H", "O", "H", "H", "O", "H", "H", "O", "H", "H"],
  "xyz": [[-19.19497, 3.76561, 30.44639], [-19.64733, 2.93057, 29.70353], [-20.16152, 1.76546, 29.96750], [-20.12115, 0.99050, 28.77265], [-20.52396, 2.07131, 27.76902], [-19.89224, 3.14703, 28.31675], [-19.18565, 0.51085, 28.48475], [-20.84481, 0.17727, 28.82807], [-21.57524, 2.35685, 27.73174], [-20.05921, 1.84336, 26.80977], [-27.22598, -8.92324, 31.94941], [-26.48240, -8.02004, 32.26390], [-26.73533, -7.11816, 33.21200], [-25.55239, -6.53553, 33.55595], [-24.57287, -6.92063, 32.44707], [-25.35168, -7.81572, 31.67821], [-25.60067, -5.44976, 33.63886], [-25.34868, -6.98728, 34.52679], [-23.78862, -7.57208, 32.83265], [-24.05266, -6.18827, 31.82971], [-18.47187, -7.21478, 24.25211], [-17.72138, -8.17180, 24.10251], [-18.03912, -9.33557, 24.50023], [-17.25303, -10.30603, 23.77465], [-16.00863, -9.43113, 23.54568], [-16.63353, -8.24637, 23.35232], [-16.98015, -11.19018, 24.35078], [-17.69211, -10.63724, 22.83359], [-15.54656, -9.78543, 22.62423], [-15.36682, -9.44626, 24.42657], [-18.49321, -12.55829, 31.29013], [-18.05829, -11.45931, 31.21549], [-17.17681, -10.96750, 32.06094], [-16.73268, -9.76135, 31.59970], [-17.51170, -9.50842, 30.25284], [-18.35843, -10.64537, 30.22293], [-17.09211, -9.06391, 32.35634], [-15.64779, -9.73171, 31.49853], [-16.81192, -9.38464, 29.42635], [-18.16468, -8.64058, 30.16033], [-25.92754, 2.07422, 29.81034], [-26.05942, 0.89191, 29.62958], [-25.50870, -0.06640, 30.28951], [-25.90559, -1.29452, 29.73414], [-27.01510, -0.94482, 28.73332], [-26.79873, 0.41751, 28.69360], [-25.02709, -1.61720, 29.17538], [-26.34995, -2.04757, 30.38495], [-27.99736, -1.21960, 29.11771], [-26.72739, -1.37135, 27.77238], [-23.73825, -3.02324, 23.41026], [-23.21977, -1.59110, 23.13706], [-23.26093, -1.27947, 21.76410], [-23.03177, -3.73861, 22.98929], [-24.70892, -3.28193, 22.98718], [-23.85095, -3.19682, 24.48043], [-22.33684, -1.43532, 23.75694], [-24.04733, -0.99867, 23.52732], [-23.11387, -0.33105, 21.74226], [-21.05195, -4.33436, 27.87303], [-20.57638, -4.38323, 27.04377], [-20.36767, -4.25751, 28.53793], [-17.62928, -3.99069, 30.17019], [-16.77094, -3.78390, 29.80044], [-17.55648, -3.75158, 31.09418], [-23.03333, -8.34578, 25.47553], [-23.28499, -7.53019, 25.90879], [-22.21475, -8.60090, 25.90106]],
  "nbo_charge": [-0.554, 0.972, -0.479, -0.104, -0.094, -0.516, 0.190, 0.205, 0.191, 0.191, -0.584, 0.954, -0.471, -0.103, -0.109, -0.462, 0.192, 0.191, 0.190, 0.203, -0.596, 0.961, -0.472, -0.101, -0.093, -0.482, 0.204, 0.195, 0.204, 0.180, -0.576, 0.957, -0.468, -0.099, -0.101, -0.474, 0.186, 0.193, 0.184, 0.198, -0.592, 0.962, -0.469, -0.106, -0.089, -0.480, 0.187, 0.199, 0.189, 0.200, -0.625, -0.071, -0.706, 0.209, 0.213, 0.205, 0.161, 0.149, 0.466, -0.947, 0.473, 0.474, -0.944, 0.472, 0.472, -0.935, 0.467, 0.469]
}



Entry 3:
{
  "formula": "C17H33AsNPtS4Si",
  "method": "ωB97M-V with the def2-TZVPD basis set",
  "lumo_energy_ev": -12.27,
  "relative_energy_kcal_mol": 79.0,
  "gap_ev": 4.9603,
  "e_homo_ev": -17.2,
  "charge": 3,
  "spin_multiplicity": 1,
  "elements": ["Pt", "C", "C", "S", "C", "C", "S", "C", "C", "S", "H", "H", "H", "H", "H", "H", "H", "H", "H", "H", "H", "H", "C", "Si", "C", "C", "C", "C", "C", "C", "N", "C", "S", "H", "H", "H", "H", "H", "H", "H", "H", "H", "H", "H", "H", "C", "As", "C", "C", "H", "H", "H", "H", "H", "H", "H", "H", "H"],
  "xyz": [[-0.01766, 0.03287, -0.01180], [2.07892, 0.14071, 2.61892], [2.43421, -1.25946, 2.15885], [1.93220, -1.63239, 0.43225], [1.07382, -3.23813, 0.62970], [-0.11200, -3.26135, 1.57402], [-1.38962, -2.00337, 1.17006], [-1.72794, -1.23534, 2.79727], [-0.54548, -0.62666, 3.52493], [0.31893, 0.64532, 2.52379], [2.38630, 0.26487, 3.65937], [2.59242, 0.89207, 2.01554], [3.52234, -1.36290, 2.18393], [2.01880, -2.02944, 2.80506], [0.77287, -3.50634, -0.38424], [1.82631, -3.95527, 0.96582], [-0.60443, -4.23237, 1.48454], [0.17926, -3.13119, 2.61421], [-2.47540, -0.47233, 2.57192], [-2.19431, -2.00351, 3.41715], [-0.92052, -0.11121, 4.41355], [0.17957, -1.36757, 3.85544], [0.15085, 5.49787, -1.70524], [1.07947, 4.67379, -3.16935], [2.84102, 5.43815, -3.16180], [-0.05976, 4.72136, -4.69955], [1.48455, 2.77758, -3.02512], [2.19433, 2.13461, -4.03701], [2.47387, 0.77881, -3.98115], [1.96714, 0.05170, -2.90877], [1.28745, 0.64521, -1.95047], [1.08012, 1.96927, -1.95843], [0.30267, 2.52998, -0.51153], [-0.00984, 6.55145, -1.91171], [0.72629, 5.42018, -0.78819], [-0.82196, 5.03955, -1.55494], [2.75778, 6.51317, -3.29584], [3.42237, 5.02630, -3.98271], [3.37021, 5.24979, -2.23131], [-0.25930, 5.75681, -4.96302], [-1.02217, 4.24209, -4.53929], [0.40925, 4.24400, -5.55640], [2.54017, 2.70026, -4.88741], [3.04194, 0.29029, -4.75534], [2.10334, -1.01709, -2.83059], [-3.63046, -0.72334, -1.25400], [-1.98935, 0.18752, -1.77016], [-1.54173, -0.61446, -3.49724], [-2.69081, 1.93838, -2.30346], [-4.32423, -0.65758, -2.09464], [-4.07842, -0.22666, -0.39247], [-3.46275, -1.77300, -1.02138], [-2.47511, -0.79572, -4.03603], [-1.02120, -1.56158, -3.36716], [-0.91785, 0.05790, -4.08466], [-3.44317, 1.76667, -3.07776], [-1.91211, 2.58708, -2.70123], [-3.16581, 2.43087, -1.45515]],
  "nbo_charge": [0.581, -0.541, -0.549, 0.418, -0.538, -0.548, 0.384, -0.535, -0.555, 0.418, 0.286, 0.270, 0.295, 0.240, 0.264, 0.289, 0.293, 0.242, 0.266, 0.287, 0.298, 0.241, -1.097, 1.554, -1.074, -1.090, -0.417, -0.094, -0.216, 0.035, -0.441, -0.011, 0.222, 0.285, 0.240, 0.229, 0.268, 0.243, 0.252, 0.273, 0.236, 0.247, 0.255, 0.271, 0.231, -0.937, 1.180, -0.931, -0.921, 0.282, 0.262, 0.260, 0.281, 0.254, 0.262, 0.275, 0.258, 0.268]
}